(1)
Density functional theory data (ωB97M-V with the def2-TZVPD basis set) for the ion C5H12NO with charge +2 at a distorted geometry.

<S²> = 0.755
Kohn-Sham gap (spin up / spin down) = 10.75 / 6.45 eV
Multiplicity = 2
Total charge = +2
HOMO level (spin up / spin down) = -0.7542 / -0.7516 Eh
Electronic energy = -8894.232 eV

Positions of all 19 atoms, in Å:
C: -0.93394 0.52286 1.79389
O: -1.00630 1.49058 0.81094
C: -0.86623 -0.88020 1.21356
C: 0.53274 -1.20139 0.55680
C: 1.13352 -0.12901 -0.31976
C: 0.93645 0.07739 -2.72959
N: 0.30401 -0.03508 -1.58644
H: -1.90316 0.53394 2.39137
H: -0.11124 0.76184 2.49475
H: -1.18387 2.34439 1.27019
H: -0.94672 -1.57139 2.06965
H: -1.71524 -0.91570 0.52044
H: 0.30684 -2.17082 0.05949
H: 1.23873 -1.60833 1.29534
H: 2.06641 -0.58616 -0.69622
H: 1.26347 0.81019 0.22547
H: 0.48666 -0.53339 -3.52618
H: 1.98306 0.35486 -2.63459
H: -0.60936 0.43939 -1.51758

=====

(2)
Density functional theory data (ωB97M-V with the def2-TZVPD basis set) for the molecule C12F23N at a distorted geometry.

Kohn-Sham gap = 11.24 eV
Total charge = 0
HOMO level = -0.4463 Eh
Electronic energy = -76431.890 eV

Positions of all 36 atoms, in Å:
F: -2.51674 -0.29270 1.31028
C: -2.10812 0.78983 0.50920
F: -2.36355 0.44094 -0.80394
N: -0.66894 0.75270 0.79566
C: 0.26500 -0.34326 0.17572
F: -0.58307 -1.26721 -0.47048
C: 0.88639 -1.31034 1.28784
F: 0.76745 -2.52244 0.83750
F: 0.24446 -1.13811 2.48303
C: 2.37312 -1.07078 1.65662
F: 2.70389 -2.21776 2.36758
F: 2.53491 -0.04748 2.67889
C: 3.41689 -0.69874 0.55174
F: 4.59378 -0.24139 1.20063
C: 4.00619 -1.98268 -0.25714
F: 4.66456 -2.73766 0.73431
F: 4.95656 -1.76598 -1.14660
F: 3.01425 -2.77989 -0.80379
C: 2.82216 0.29456 -0.39060
F: 3.06584 1.54822 -0.03299
F: 3.54762 0.52422 -1.49461
C: 1.39880 0.06071 -0.86527
F: 0.91352 1.21631 -1.37380
F: 1.41656 -0.82477 -1.96382
C: -0.33756 2.03764 1.44386
F: -0.76616 1.85972 2.76910
F: 1.02468 2.05354 1.71533
C: -0.86562 3.42228 0.95514
F: -0.90238 4.29604 1.91754
F: 0.05859 3.84634 0.07090
C: -2.33210 3.33460 0.38322
F: -2.41310 3.50518 -0.95773
F: -3.12847 4.21528 0.96480
C: -3.02628 2.03655 0.76579
F: -4.15051 1.94316 0.00451
F: -3.46224 2.11374 2.03200

=====

(3)
Density functional theory data (ωB97M-V with the def2-TZVPD basis set) for a structure of composition C25H44O2P2Sn at a distorted geometry.

Kohn-Sham gap (spin up / spin down) = 3.29 / 6.27 eV
Total charge = +2
HOMO level (spin up / spin down) = -0.4499 / -0.4765 Eh
Electronic energy = -55119.150 eV

Positions of all 74 atoms, in Å:
Sn: 0.11491 0.13031 2.59681
C: 0.77701 -0.08119 4.78231
C: 1.82681 0.46971 3.95901
C: 0.04431 1.94541 3.91561
C: -0.34129 0.78721 4.71861
C: 1.37421 1.75641 3.46111
C: 0.89251 -1.30899 5.62911
H: 1.58861 -2.03479 5.20011
H: -0.07589 -1.79799 5.76471
H: 1.26961 -1.03649 6.62341
C: -1.64859 0.64041 5.43001
H: -1.79249 -0.38219 5.78871
H: -2.47309 0.88651 4.75351
H: -1.69579 1.31421 6.29581
C: -0.78159 3.17811 3.73981
H: -0.68459 3.81021 4.63311
H: -1.83389 2.92551 3.59651
H: -0.45319 3.75841 2.87421
C: 2.21091 2.76341 2.73471
H: 2.72461 3.41871 3.45051
H: 1.59941 3.39321 2.08371
H: 2.98071 2.28671 2.12151
C: 3.24021 -0.02439 3.89841
H: 3.85051 0.48581 4.65581
H: 3.69631 0.16871 2.92391
H: 3.30051 -1.09749 4.09341
C: -0.82759 -1.71979 1.80441
C: 0.31961 -2.06679 2.53281
C: 1.62751 -2.50109 1.90351
C: 2.04901 -1.55939 0.76381
C: 1.58501 -0.12759 1.01781
C: 0.40621 0.42211 0.46001
C: -0.56169 -0.38789 -0.37309
C: -0.93249 -1.73929 0.28771
H: 1.54691 -3.54079 1.54871
H: 1.64591 -1.90879 -0.19199
H: 2.40161 -2.50239 2.67801
H: -0.30279 -2.54469 -0.10769
H: -1.77299 -1.77199 2.33301
H: 0.15441 -2.43989 3.54011
H: -1.96239 -1.99079 0.01921
H: -1.47039 0.20411 -0.49709
H: 0.38641 1.49431 0.27301
H: -0.14349 -0.56199 -1.37699
H: 3.13941 -1.57079 0.65861
H: 2.39061 0.57151 1.22281
P: -1.10129 -0.60109 -4.68249
P: -0.75279 2.13011 -6.23469
C: -1.11299 -0.66369 -6.54679
C: -1.46559 0.68841 -7.17979
H: -1.85819 -1.41369 -6.83999
H: -0.13649 -1.01919 -6.90359
H: -1.05819 0.73651 -8.19749
H: -2.55469 0.81001 -7.25969
C: -1.57269 3.52431 -7.14649
H: -1.11819 4.47201 -6.83999
H: -2.63469 3.56601 -6.88619
H: -1.47499 3.41861 -8.23419
C: 0.91281 2.19921 -7.05099
H: 0.83681 2.20461 -8.14529
H: 1.50701 1.33381 -6.74069
H: 1.44051 3.10231 -6.72819
C: -2.55169 -1.71349 -4.35979
H: -2.61569 -1.92879 -3.28829
H: -2.47619 -2.66059 -4.90819
H: -3.47449 -1.20449 -4.65579
C: 0.26491 -1.81309 -4.34809
H: 1.22961 -1.36879 -4.61079
H: 0.13521 -2.74549 -4.91189
H: 0.28661 -2.04569 -3.27839
O: -2.91499 -2.36109 5.34801
C: -1.98059 -2.33769 4.42511
O: -1.40759 -1.14119 4.03441
H: -1.74089 -3.28149 3.94921

=====

Which of these has the highest electronic energy? C5H12NO

=====

Please write out number 2 again, unchanged.
Density functional theory data (ωB97M-V with the def2-TZVPD basis set) for the molecule C12F23N at a distorted geometry.

Kohn-Sham gap = 11.24 eV
Total charge = 0
HOMO level = -0.4463 Eh
Electronic energy = -76431.890 eV

Positions of all 36 atoms, in Å:
F: -2.51674 -0.29270 1.31028
C: -2.10812 0.78983 0.50920
F: -2.36355 0.44094 -0.80394
N: -0.66894 0.75270 0.79566
C: 0.26500 -0.34326 0.17572
F: -0.58307 -1.26721 -0.47048
C: 0.88639 -1.31034 1.28784
F: 0.76745 -2.52244 0.83750
F: 0.24446 -1.13811 2.48303
C: 2.37312 -1.07078 1.65662
F: 2.70389 -2.21776 2.36758
F: 2.53491 -0.04748 2.67889
C: 3.41689 -0.69874 0.55174
F: 4.59378 -0.24139 1.20063
C: 4.00619 -1.98268 -0.25714
F: 4.66456 -2.73766 0.73431
F: 4.95656 -1.76598 -1.14660
F: 3.01425 -2.77989 -0.80379
C: 2.82216 0.29456 -0.39060
F: 3.06584 1.54822 -0.03299
F: 3.54762 0.52422 -1.49461
C: 1.39880 0.06071 -0.86527
F: 0.91352 1.21631 -1.37380
F: 1.41656 -0.82477 -1.96382
C: -0.33756 2.03764 1.44386
F: -0.76616 1.85972 2.76910
F: 1.02468 2.05354 1.71533
C: -0.86562 3.42228 0.95514
F: -0.90238 4.29604 1.91754
F: 0.05859 3.84634 0.07090
C: -2.33210 3.33460 0.38322
F: -2.41310 3.50518 -0.95773
F: -3.12847 4.21528 0.96480
C: -3.02628 2.03655 0.76579
F: -4.15051 1.94316 0.00451
F: -3.46224 2.11374 2.03200

=====

Please write out number 2 again, unchanged.
Density functional theory data (ωB97M-V with the def2-TZVPD basis set) for the molecule C12F23N at a distorted geometry.

Kohn-Sham gap = 11.24 eV
Total charge = 0
HOMO level = -0.4463 Eh
Electronic energy = -76431.890 eV

Positions of all 36 atoms, in Å:
F: -2.51674 -0.29270 1.31028
C: -2.10812 0.78983 0.50920
F: -2.36355 0.44094 -0.80394
N: -0.66894 0.75270 0.79566
C: 0.26500 -0.34326 0.17572
F: -0.58307 -1.26721 -0.47048
C: 0.88639 -1.31034 1.28784
F: 0.76745 -2.52244 0.83750
F: 0.24446 -1.13811 2.48303
C: 2.37312 -1.07078 1.65662
F: 2.70389 -2.21776 2.36758
F: 2.53491 -0.04748 2.67889
C: 3.41689 -0.69874 0.55174
F: 4.59378 -0.24139 1.20063
C: 4.00619 -1.98268 -0.25714
F: 4.66456 -2.73766 0.73431
F: 4.95656 -1.76598 -1.14660
F: 3.01425 -2.77989 -0.80379
C: 2.82216 0.29456 -0.39060
F: 3.06584 1.54822 -0.03299
F: 3.54762 0.52422 -1.49461
C: 1.39880 0.06071 -0.86527
F: 0.91352 1.21631 -1.37380
F: 1.41656 -0.82477 -1.96382
C: -0.33756 2.03764 1.44386
F: -0.76616 1.85972 2.76910
F: 1.02468 2.05354 1.71533
C: -0.86562 3.42228 0.95514
F: -0.90238 4.29604 1.91754
F: 0.05859 3.84634 0.07090
C: -2.33210 3.33460 0.38322
F: -2.41310 3.50518 -0.95773
F: -3.12847 4.21528 0.96480
C: -3.02628 2.03655 0.76579
F: -4.15051 1.94316 0.00451
F: -3.46224 2.11374 2.03200